A molecular structure, C18H19N9Pt. Source: OMol25; level of theory: ωB97M-V/def2-TZVPD.

Each line ends with the Löwdin charge.
Atoms and positions in Å:
Pt -1.19924 0.01445 0.63763  1.177
C -2.29061 2.14816 -1.00070  -0.062
N -1.18507 1.94917 -0.00660  -0.179
C -1.19393 2.86482 1.18212  -0.061
C -0.76708 2.09844 2.39982  -0.296
N -0.54802 0.79526 2.37981  -0.039
C -0.21083 0.41662 3.67731  -0.191
C 0.14514 -0.81869 4.21307  -0.005
C 0.45156 -0.85157 5.55572  -0.050
C 0.41552 0.30645 6.35228  -0.047
C 0.07749 1.53534 5.82790  0.011
C -0.23241 1.56121 4.47301  -0.160
N -0.58943 2.60923 3.62550  0.199
C -2.75295 0.81362 -1.49914  -0.297
N -2.28038 -0.32775 -1.02966  -0.039
C -2.95638 -1.35128 -1.69134  -0.191
C -2.83038 -2.73640 -1.61598  -0.006
C -3.64361 -3.48379 -2.43910  -0.051
C -4.55565 -2.88145 -3.32350  -0.047
C -4.67529 -1.51177 -3.41729  0.012
C -3.85311 -0.76390 -2.58211  -0.160
N -3.69419 0.61269 -2.43119  0.199
H -1.95235 2.78299 -1.82010  0.148
H -3.12301 2.64854 -0.50357  0.140
H -0.30044 2.07715 -0.49235  0.139
H -2.21030 3.23182 1.33196  0.139
H -0.54390 3.72173 1.00341  0.148
H 0.18526 -1.70672 3.60004  0.095
H 0.73371 -1.78992 6.01262  0.116
H 0.66533 0.23068 7.40128  0.119
H 0.06022 2.42806 6.43762  0.125
H -0.68629 3.57669 3.89041  0.187
H -2.11848 -3.19984 -0.94963  0.091
H -3.57768 -4.56265 -2.41343  0.115
H -5.17251 -3.50961 -3.95076  0.120
H -5.36687 -1.04777 -4.10678  0.125
H -4.19251 1.32471 -2.94145  0.187
N -1.15125 -6.34672 2.37469  0.209
C -0.81589 -5.17704 1.84191  -0.468
N 0.24576 -5.10481 1.02912  0.207
N -1.58009 -4.13289 2.15715  0.147
C -1.38650 -2.96530 1.66278  -0.309
N -1.24029 -1.87467 1.29806  -0.009
H -0.61880 -7.18577 2.22472  0.131
H -1.96752 -6.38654 2.96214  0.135
H 0.81642 -5.90948 0.83205  0.129
H 0.56408 -4.21476 0.68706  0.116

Atoms 1-2, force components in eV/Å:
-0.328 -0.907 0.563
-0.056 0.085 0.175

- lowest unoccupied orbital energy (eV) = -4.83
- gap between HOMO and LUMO (Eh) = 0.339
- total energy (a.u.) = -1309.07312
- strongest force on any atom (hartree/bohr) = 0.02172
- spin multiplicity = 1
- net charge = +2